{
  "formula": "C5H8O2",
  "method": "ωB97M-V/def2-TZVPD",
  "homo_energy_ev": [-7.50, -6.06],
  "orbital_gap_ev": [8.1, 6.7],
  "e_above_lowest_kcal_mol": 136.0,
  "total_energy_ev": -9403.93280,
  "fmax_ev_per_a": 3.299,
  "species": ["O", "C", "C", "C", "C", "O", "C", "H", "H", "H", "H", "H", "H", "H", "H"],
  "positions_angstrom": [[-1.706, 1.015, 0.787], [-1.564, -0.231, 0.171], [-0.144, -0.635, 0.097], [0.891, -0.303, 1.354], [2.056, 0.164, 0.705], [3.176, 0.509, 0.630], [0.336, 0.234, -1.062], [-2.626, 1.113, 1.062], [-2.345, -0.936, 0.458], [-0.839, 0.310, -1.337], [-0.174, -1.686, -0.211], [0.442, 0.575, 1.849], [1.147, -1.065, 2.111], [0.574, 1.264, -0.773], [0.868, -0.222, -1.913]]
}

=====

{
  "formula": "C5H8O2",
  "method": "ωB97M-V/def2-TZVPD",
  "homo_energy_ev": -9.36,
  "orbital_gap_ev": 8.6,
  "e_above_lowest_kcal_mol": 179.7,
  "total_energy_ev": -9402.04021,
  "fmax_ev_per_a": 0.400,
  "species": ["C", "C", "C", "O", "C", "C", "O", "H", "H", "H", "H", "H", "H", "H", "H"],
  "positions_angstrom": [[-1.342, 0.212, 1.170], [0.121, 0.058, 0.726], [0.376, -1.406, 0.362], [-0.054, -1.553, -0.924], [0.632, -0.550, -1.553], [0.513, 0.690, -0.617], [-0.350, 1.625, -1.227], [-1.566, -0.438, 2.025], [-2.030, -0.055, 0.360], [-1.536, 1.250, 1.461], [0.792, 0.369, 1.533], [2.112, -1.411, -0.215], [2.176, -1.110, -0.968], [1.482, 1.191, -0.533], [-1.151, 1.166, -1.520]]
}

=====

{
  "formula": "C7H6N4OS",
  "method": "ωB97M-V/def2-TZVPD",
  "homo_energy_ev": -8.32,
  "orbital_gap_ev": 8.3,
  "e_above_lowest_kcal_mol": 40.3,
  "total_energy_ev": -26196.05022,
  "fmax_ev_per_a": 4.179,
  "species": ["C", "C", "C", "C", "C", "C", "C", "H", "H", "H", "H", "H", "H", "N", "N", "N", "N", "O", "S"],
  "positions_angstrom": [[2.478, -0.683, -0.955], [2.999, 0.125, 1.010], [-0.264, 0.139, -0.405], [-1.674, 0.423, -0.099], [-2.272, 0.776, 1.071], [-3.631, 0.642, 0.814], [-3.742, 0.171, -0.425], [4.457, -0.765, -1.475], [2.768, 0.376, 2.104], [-0.016, -0.337, -1.376], [-1.900, 0.832, 2.195], [-4.632, 0.660, 1.366], [-4.503, -0.372, -0.977], [3.831, -0.681, -0.712], [4.163, -0.155, 0.559], [1.917, -0.070, 0.183], [0.605, 0.359, 0.486], [-2.496, -0.001, -1.004], [1.913, -1.437, -2.359]]
}

=====

{
  "formula": "C25H18F5N4O2Zr",
  "method": "ωB97M-V/def2-TZVPD",
  "homo_energy_ev": -17.27,
  "orbital_gap_ev": 6.5,
  "e_above_lowest_kcal_mol": 0.0,
  "total_energy_ev": -51116.53692,
  "charge": 3,
  "fmax_ev_per_a": 0.666,
  "species": ["Zr", "C", "N", "C", "C", "C", "C", "C", "C", "N", "C", "C", "C", "C", "C", "C", "N", "C", "C", "C", "C", "C", "N", "H", "H", "H", "H", "H", "H", "H", "H", "H", "H", "H", "H", "H", "H", "H", "H", "H", "H", "F", "C", "C", "F", "C", "F", "C", "O", "C", "F", "C", "F", "O", "C"],
  "positions_angstrom": [[-0.028, -0.643, -0.079], [2.100, 1.581, 0.421], [0.645, 1.515, 0.047], [0.359, 2.206, -1.251], [0.443, 1.281, -2.436], [0.379, 1.793, -3.721], [0.454, 0.918, -4.793], [0.601, -0.444, -4.546], [0.633, -0.880, -3.242], [0.538, -0.036, -2.190], [-0.168, 2.154, 1.134], [-0.167, 1.266, 2.347], [-0.282, 1.742, 3.638], [-0.299, 0.834, 4.689], [-0.187, -0.525, 4.420], [-0.074, -0.932, 3.108], [-0.069, -0.054, 2.084], [2.906, 0.344, 0.109], [4.272, 0.439, -0.083], [5.021, -0.722, -0.213], [4.378, -1.951, -0.149], [3.009, -1.968, 0.013], [2.269, -0.847, 0.138], [2.553, 2.456, -0.047], [2.154, 1.735, 1.502], [-0.643, 2.633, -1.200], [1.061, 3.032, -1.388], [0.284, 2.859, -3.876], [0.407, 1.290, -5.808], [0.685, -1.157, -5.354], [0.750, -1.934, -3.022], [0.231, 3.144, 1.370], [-1.188, 2.275, 0.764], [-0.357, 2.806, 3.820], [-0.390, 1.183, 5.709], [-0.187, -1.259, 5.213], [0.010, -1.984, 2.859], [4.749, 1.410, -0.114], [6.093, -0.668, -0.356], [4.923, -2.881, -0.229], [2.482, -2.914, 0.059], [-6.541, -2.095, 1.007], [-5.408, -1.560, 0.629], [-5.410, -0.386, -0.122], [-6.550, 0.173, -0.446], [-4.216, 0.206, -0.531], [-4.217, 1.322, -1.240], [-3.016, -0.386, -0.178], [-1.785, 0.074, -0.515], [-3.049, -1.553, 0.567], [-1.771, -2.077, 0.832], [-4.203, -2.170, 0.988], [-4.173, -3.278, 1.696], [-0.003, -4.215, -1.180], [-0.006, -3.151, -0.856]]
}